Record 1
{
  "formula": "C4H8F2N2O2",
  "method": "ωB97M-V/def2-TZVPD",
  "homo_lumo_gap_ha": [0.340, 0.279],
  "species": ["C", "C", "C", "C", "N", "N", "O", "O", "F", "F", "H", "H", "H", "H", "H", "H", "H", "H"],
  "positions_angstrom": [[-1.77018, 0.11906, -1.48040], [0.88320, 1.11522, 0.78332], [1.30785, -0.22533, 0.03766], [0.88868, 0.79239, 2.29472], [-2.33744, -0.75658, -2.20544], [-0.41702, -1.70326, -0.61005], [-1.82166, 1.17360, -0.90427], [0.45999, -1.32470, 0.30050], [2.22006, 0.74896, 2.73454], [0.26373, -1.94629, -1.93758], [-0.01620, 1.41132, 0.44938], [1.45016, 1.91678, 0.53004], [2.29215, -0.65617, 0.49408], [1.25281, 0.11598, -1.09372], [0.23125, -0.08738, 2.51363], [0.38099, 1.73012, 2.69423], [-2.01037, -1.71508, -2.14234], [-3.25799, -0.70865, -2.45829]],
  "forces_ev_per_angstrom": [[2.5, 1.4, 3.8], [1.5, -5.9, 2.2], [1.7, 2.4, -1.1], [-1.4, 2.9, -1.0], [0.8, -1.7, -0.6], [-0.8, 1.2, -0.7], [-0.6, -1.6, -1.8], [-0.8, -0.8, -0.6], [-1.0, -0.6, 0.1], [0.1, 0.1, 1.0], [-3.7, 0.5, -0.8], [2.6, 2.1, -0.5], [-1.3, 1.4, -1.5], [0.7, -1.6, 2.1], [1.3, 0.4, 0.1], [0.8, -1.3, 0.5], [0.5, 0.3, -0.1], [-3.0, 0.7, -1.0]],
  "lowdin_charge": [-0.298, -0.135, -0.170, -0.189, 0.178, 0.041, 0.102, -0.163, -0.060, -0.186, 0.037, 0.084, 0.157, 0.151, 0.127, 0.128, 0.106, 0.091]
}


Record 2
{
  "formula": "C4H8F2O2",
  "method": "ωB97M-V/def2-TZVPD",
  "smiles": "O[C@@H](CF)[C@@H](O)CF",
  "homo_lumo_gap_ha": 0.396,
  "e_above_lowest_kcal_mol": 68.5,
  "species": ["C", "C", "C", "C", "H", "H", "H", "H", "H", "H", "H", "H", "O", "O", "F", "F"],
  "positions_angstrom": [[-0.43636, -0.81970, 0.55087], [-0.67908, -1.30525, -0.85706], [0.59120, 0.40474, 0.78838], [0.39923, 1.56751, -0.32030], [-2.06473, 0.63276, 0.69995], [0.03013, -1.47178, 1.44633], [-1.44393, -1.95741, -0.94777], [-1.06948, -0.30173, -1.20048], [0.22083, 0.79594, 1.80474], [2.33150, -0.02164, -0.18040], [1.12041, 2.45218, -0.12837], [1.10680, 1.25593, -1.21691], [-1.69345, -0.32048, 1.04369], [2.00440, 0.19629, 0.84498], [0.59453, -1.67984, -1.18750], [-0.81331, 1.73822, -0.63003]],
  "forces_ev_per_angstrom": [[0.8, 1.5, 3.9], [2.2, 4.7, 2.9], [-0.7, 1.9, -1.1], [8.6, -2.2, 1.0], [2.1, -3.6, 0.9], [-1.6, 0.3, -2.4], [-1.8, -2.9, -0.5], [0.9, -1.3, -1.3], [0.9, -0.6, -1.4], [-1.4, 0.7, 4.1], [-2.1, -0.4, 0.8], [-1.9, -0.4, 0.8], [-1.8, 2.4, -0.4], [0.2, -1.3, -3.7], [0.3, -0.6, -2.0], [-4.6, 1.8, -1.4]],
  "lowdin_charge": [-0.313, -0.148, -0.303, -0.281, 0.179, 0.195, 0.093, 0.134, 0.166, 0.181, 0.142, 0.136, -0.117, -0.096, -0.010, 0.040]
}


Record 3
{
  "formula": "C4H8F3N3O",
  "method": "ωB97M-V/def2-TZVPD",
  "homo_lumo_gap_ha": 0.350,
  "e_above_lowest_kcal_mol": 50.1,
  "species": ["C", "C", "C", "C", "N", "N", "N", "O", "F", "F", "F", "H", "H", "H", "H", "H", "H", "H", "H"],
  "positions_angstrom": [[0.65777, -0.12145, -1.84400], [-2.00651, 0.36160, 3.15417], [-1.66161, 0.15849, 1.75601], [-2.89158, -0.25506, 0.97420], [-0.65557, 0.64626, 1.14318], [2.20776, -0.05981, -3.82343], [1.22009, 0.37057, -2.89860], [1.04818, -1.37281, -1.54960], [-4.04905, -0.02430, 1.67177], [-2.90293, -1.60954, 0.83975], [-3.00736, 0.37723, -0.15848], [-2.52196, -0.48269, 3.63537], [-1.01892, 0.42278, 3.72022], [-2.60237, 1.28417, 3.24703], [0.61226, -1.58155, -0.65965], [-0.66390, 0.57600, 0.06764], [3.09052, 0.39032, -3.74646], [2.44358, -1.03436, -3.52945], [1.10954, 1.30200, -3.20499]],
  "forces_ev_per_angstrom": [[-0.9, 0.2, 1.0], [2.3, -0.3, 2.8], [-0.4, 1.7, -2.4], [-1.0, -1.3, 1.5], [-0.1, -0.9, -0.5], [-0.1, -4.1, 0.0], [1.6, 1.0, -1.1], [-0.5, -0.4, 1.5], [0.4, 0.4, -0.3], [0.3, 0.2, -0.9], [-0.1, -0.1, -1.3], [-0.2, 0.3, -0.5], [-1.3, 0.5, -0.5], [0.3, -0.4, 0.1], [0.9, 0.3, -2.0], [-0.2, 0.0, 1.8], [0.6, 1.2, 0.7], [-0.4, 0.8, -0.7], [-1.4, 1.1, 0.7]],
  "lowdin_charge": [-0.207, -0.052, -0.361, -0.600, 0.178, 0.040, -0.101, -0.029, 0.097, 0.122, 0.181, 0.094, 0.111, 0.106, 0.120, 0.039, 0.064, 0.090, 0.108]
}


Record 4
{
  "formula": "C4H8FHf",
  "method": "ωB97M-V/def2-TZVPD",
  "total_charge": 3,
  "homo_lumo_gap_ha": 0.252,
  "species": ["C", "C", "C", "C", "F", "H", "H", "H", "H", "H", "H", "H", "H", "Hf"],
  "positions_angstrom": [[1.74705, -0.06538, -0.37314], [0.37323, 0.50810, -0.09780], [-0.71515, -0.10845, 0.43353], [-2.25930, 0.13941, -0.50857], [-2.84999, -1.01747, -0.35237], [1.79714, -0.49447, -1.38050], [1.96388, -0.90969, 0.33247], [2.50313, 0.73790, -0.30920], [0.46553, 1.51574, 0.30113], [-1.02296, 0.41829, 1.33929], [-0.66062, -1.18016, 0.56973], [-1.97823, 0.36081, -1.53008], [-2.75041, 0.95887, 0.00149], [3.38670, -0.86351, 1.57402]],
  "forces_ev_per_angstrom": [[-0.4, 0.3, -1.0], [1.3, 0.7, 3.1], [0.5, -1.2, 0.1], [-1.2, -0.2, -0.4], [0.4, 0.5, -0.1], [0.4, -0.3, -0.1], [-1.6, -0.7, -0.8], [0.2, 0.1, 0.0], [-0.3, 0.8, -1.4], [-0.7, 0.3, -0.1], [-0.3, -0.3, -0.4], [0.3, -0.3, -0.2], [0.0, 0.1, 0.4], [1.4, 0.1, 0.7]],
  "lowdin_charge": [-0.095, 0.020, -0.036, 0.036, 0.142, 0.155, -0.109, 0.102, 0.160, 0.173, 0.138, 0.147, 0.155, 2.012]
}


Record 5
{
  "formula": "C4H8FIO",
  "method": "ωB97M-V/def2-TZVPD",
  "smiles": "C[C@@H](O)[C@](C)(F)I",
  "homo_lumo_gap_ha": 0.349,
  "e_above_lowest_kcal_mol": 29.6,
  "species": ["C", "C", "C", "C", "O", "F", "I", "H", "H", "H", "H", "H", "H", "H", "H"],
  "positions_angstrom": [[-0.24810, -1.67320, -0.00299], [1.64022, 1.05980, 0.16927], [-0.49904, -0.25302, -0.46849], [0.08326, 0.77901, 0.39015], [-2.11297, 0.04813, -0.40225], [-0.15683, 0.51212, 1.65475], [-0.87264, 2.70070, -0.10816], [-0.24398, -2.36801, -0.80438], [0.59732, -1.51860, 0.74296], [-1.00165, -2.02104, 0.79559], [1.53149, 1.40390, -0.83093], [2.05885, 0.11853, 0.39897], [1.94340, 1.64360, 1.06939], [-0.19675, -0.02514, -1.52315], [-2.52260, -0.40677, -1.08071]],
  "forces_ev_per_angstrom": [[-0.5, 1.3, 3.6], [-3.4, -0.6, 2.4], [-4.3, -0.1, -1.8], [1.6, 2.4, -0.8], [4.4, 0.7, 2.2], [-0.4, -0.5, 2.2], [0.1, 0.1, 0.2], [0.7, -0.7, -0.4], [0.0, -1.2, -1.6], [0.5, 0.8, -1.6], [1.7, 0.6, -0.7], [1.1, -1.3, -0.7], [-0.1, 0.6, -1.5], [-0.3, -0.5, 0.8], [-1.1, -1.7, -2.3]],
  "lowdin_charge": [-0.034, -0.072, -0.339, -0.918, -0.172, 0.007, 0.894, 0.066, 0.097, 0.119, 0.041, 0.052, 0.100, 0.148, 0.013]
}


Record 6
{
  "formula": "C4H8FN",
  "method": "ωB97M-V/def2-TZVPD",
  "smiles": "C=C(F)CNC",
  "homo_lumo_gap_ha": 0.379,
  "e_above_lowest_kcal_mol": 22.8,
  "species": ["C", "C", "C", "C", "H", "H", "H", "H", "H", "H", "H", "H", "N", "F"],
  "positions_angstrom": [[-1.76351, 0.14898, -0.75593], [0.02210, -0.32316, 0.87501], [1.28238, -0.25775, 0.02839], [2.21711, 0.65770, -0.15530], [-1.09106, 0.18736, -1.67664], [-2.69998, -0.19531, -1.08655], [-1.88891, 1.22258, -0.38260], [-1.84651, -0.89171, 0.97195], [0.29454, -0.98326, 1.71396], [-0.10774, 0.69586, 1.31516], [3.00427, 0.42651, -0.86024], [2.23012, 1.59708, 0.33190], [-1.17059, -0.79702, 0.22886], [1.51779, -1.48783, -0.54797]],
  "forces_ev_per_angstrom": [[2.6, 1.1, -0.2], [1.3, 1.2, 0.6], [-0.2, -1.1, -0.2], [-0.3, -0.6, -0.4], [-0.8, 0.0, 1.2], [-1.2, -0.6, -0.3], [0.3, -1.2, -0.2], [-0.2, -0.3, 0.0], [-0.4, 0.0, -0.2], [0.1, -0.4, -0.2], [0.2, 0.0, 0.2], [-0.3, 0.8, 0.3], [-0.8, 0.6, -0.7], [-0.3, 0.6, 0.0]],
  "lowdin_charge": [-0.120, -0.215, -0.332, 0.075, 0.097, 0.045, 0.092, 0.096, 0.128, 0.123, 0.071, 0.052, -0.120, 0.010]
}


Record 7
{
  "formula": "C4H8FN",
  "method": "ωB97M-V/def2-TZVPD",
  "homo_lumo_gap_ha": [0.355, 0.313],
  "e_above_lowest_kcal_mol": 138.2,
  "species": ["C", "C", "C", "C", "N", "F", "H", "H", "H", "H", "H", "H", "H", "H"],
  "positions_angstrom": [[-0.51047, 1.12189, 1.16101], [-1.16089, -0.13024, 1.70045], [-1.39324, 0.31732, 0.32392], [1.57128, -0.32323, -1.52696], [0.63856, -1.30625, -1.88660], [-2.60005, 0.59635, -0.32258], [-0.81161, 2.12014, 1.41056], [0.46530, 1.08180, 0.86215], [-0.61538, -1.15000, 1.88468], [-1.99433, 0.02360, 2.50093], [1.07124, 0.70427, -1.70625], [2.07049, -0.57191, -0.63848], [2.40727, -0.31334, -2.37055], [0.86183, -2.17041, -1.39229]],
  "forces_ev_per_angstrom": [[-1.7, 0.5, -0.7], [-1.6, -2.1, 1.8], [-1.6, -0.5, -0.6], [0.3, 1.6, -3.5], [-0.8, -0.6, -0.4], [1.8, -0.1, 1.3], [-0.4, 0.2, 0.7], [2.7, -0.1, -0.5], [-0.7, 2.3, -0.4], [1.5, -0.2, -1.6], [1.0, -1.4, 1.0], [0.7, 0.6, 1.6], [-1.2, -0.1, 1.4], [0.0, -0.1, 0.0]],
  "lowdin_charge": [-0.114, -0.118, -0.200, -0.275, 0.012, 0.000, 0.108, 0.048, 0.129, 0.133, 0.097, 0.038, 0.117, 0.025]
}


Record 8
{
  "formula": "C4H8FN",
  "method": "ωB97M-V/def2-TZVPD",
  "homo_lumo_gap_ha": 0.326,
  "e_above_lowest_kcal_mol": 63.8,
  "species": ["C", "C", "C", "C", "N", "F", "H", "H", "H", "H", "H", "H", "H", "H"],
  "positions_angstrom": [[0.97762, -0.99121, 0.55232], [0.45706, 0.13151, 0.14188], [1.00143, 1.47495, -0.12909], [-1.76858, 0.14547, -0.30825], [-2.28570, -1.12291, -0.04868], [-2.25293, 1.08898, 0.52431], [0.40387, -1.89081, 0.70805], [2.03950, -1.07418, 0.76152], [0.30181, 2.08132, -0.69794], [1.19885, 1.99586, 0.80924], [1.93787, 1.41365, -0.68599], [-1.79317, 0.46885, -1.34230], [-1.76279, -1.84812, -0.52281], [-2.35305, -1.31343, 0.94216]],
  "forces_ev_per_angstrom": [[0.4, -0.1, 0.1], [-4.0, 0.4, -1.0], [0.4, 0.0, 0.1], [3.7, -0.6, 1.1], [-0.3, 0.3, -0.1], [-0.2, -0.2, -0.1], [-0.3, -0.2, 0.0], [0.1, 0.0, 0.1], [0.0, 0.1, -0.1], [0.0, 0.1, 0.0], [0.1, 0.1, 0.0], [0.0, 0.0, 0.0], [-0.1, 0.1, 0.0], [0.1, 0.0, 0.0]],
  "lowdin_charge": [-0.050, -0.205, -0.126, -0.271, 0.058, 0.009, 0.029, 0.054, 0.060, 0.079, 0.074, 0.114, 0.085, 0.092]
}


Number 1: electronic energy -16781.008 eV. Number 2: electronic energy -13804.034 eV. Number 3: electronic energy -18944.954 eV. Number 4: electronic energy -8258.105 eV. Number 5: electronic energy -17141.413 eV. Number 6: electronic energy -8484.048 eV. Number 7: electronic energy -8479.045 eV. Number 8: electronic energy -8482.272 eV.